Entry 1:
The following is a quantum chemistry calculation of a structure of composition C41H51BiI2N2O6P2S2, from OMol25.

Calculated values
<S²>: 0.769
HOMO energy (alpha / beta) in eV: -2.2963 / -4.1590
Kohn-Sham gap (alpha / beta) in Ha: 0.1654 / 0.2335
Energy relative to the best compared isomer or geometry (same formula, charge and spin) in kcal/mol: 19.4

The geometry in ORCA input format:
```
! wB97M-V def2-TZVPD RIJCOSX def2/J DEFGRID3
* xyz -1 2
Bi -0.409 0.720 -0.690
S -2.093 1.848 0.956
C -1.207 3.128 1.784
C -1.893 3.825 2.787
C -1.285 4.827 3.520
C 0.040 5.158 3.263
C 0.727 4.489 2.265
C 0.125 3.477 1.509
S 1.108 2.702 0.260
H -2.923 3.552 2.987
H -1.840 5.341 4.296
H 0.537 5.929 3.839
H 1.761 4.735 2.053
I -2.600 -2.925 -4.273
C -2.881 -0.856 -4.145
C -3.632 -0.207 -5.116
C -3.758 1.166 -5.062
I -4.981 2.074 -6.508
C -3.096 1.944 -4.088
C -3.127 3.368 -4.009
C -2.409 4.006 -2.987
C -1.688 3.280 -2.081
N -1.636 1.915 -2.132
C -2.340 1.242 -3.117
C -2.264 -0.177 -3.084
O -1.636 -0.772 -2.111
H -4.108 -0.774 -5.903
H -3.695 3.936 -4.729
H -2.427 5.086 -2.899
H -1.155 3.750 -1.264
O 1.139 -1.250 -3.617
C 1.625 -0.734 -2.742
O 1.073 1.755 -3.013
N 2.027 2.617 -2.976
C 1.743 3.911 -2.716
C 2.746 4.854 -2.643
C 4.066 4.480 -2.837
C 4.333 3.152 -3.128
C 3.305 2.236 -3.191
H 0.690 4.124 -2.602
H 2.478 5.875 -2.413
H 4.865 5.205 -2.770
H 5.344 2.810 -3.305
H 3.442 1.185 -3.390
C 3.996 -1.619 2.881
C 2.505 -1.339 2.708
C 2.214 0.144 3.011
C 1.722 -2.170 3.728
P 1.805 -1.686 0.958
C 3.300 -1.292 -0.062
C 3.698 0.050 -0.003
C 4.814 0.513 -0.681
C 5.543 -0.346 -1.492
C 5.125 -1.662 -1.620
C 4.027 -2.131 -0.905
C 1.550 -3.545 0.745
C 0.342 -4.027 1.565
C 2.741 -4.454 1.075
C 1.103 -3.654 -0.730
H 4.294 -1.351 3.902
H 4.607 -1.038 2.192
H 4.225 -2.676 2.730
H 2.224 0.306 4.094
H 1.233 0.449 2.640
H 2.958 0.811 2.577
H 1.943 -1.797 4.733
H 2.013 -3.218 3.699
H 0.646 -2.096 3.566
H 3.103 0.758 0.561
H 5.101 1.553 -0.579
H 6.412 0.009 -2.035
H 5.658 -2.341 -2.274
H 3.747 -3.163 -1.048
H 0.592 -4.229 2.601
H -0.019 -4.965 1.128
H -0.484 -3.317 1.541
H 2.841 -4.573 2.155
H 3.697 -4.097 0.700
H 2.561 -5.449 0.654
H 0.091 -3.253 -0.839
H 1.091 -4.704 -1.040
H 1.727 -3.103 -1.430
C -6.295 0.146 1.477
C -5.135 -0.188 0.568
O -4.320 -1.173 1.219
P -2.744 -1.327 0.798
O -2.663 -2.953 0.687
C -3.401 -3.534 -0.396
C -2.750 -4.837 -0.797
O -2.026 -1.292 2.272
C -2.576 -0.613 3.401
C -1.477 0.101 4.155
H -6.978 0.831 0.972
H -5.939 0.616 2.395
H -6.836 -0.763 1.745
H -4.550 0.707 0.346
H -5.498 -0.593 -0.380
H -3.428 -2.846 -1.248
H -4.428 -3.704 -0.062
H -1.793 -4.653 -1.287
H -3.396 -5.374 -1.493
H -2.581 -5.456 0.086
H -3.067 -1.354 4.039
H -3.331 0.104 3.077
H -0.678 -0.589 4.428
H -1.889 0.540 5.067
H -1.057 0.903 3.546
*
```

Entry 2:
The following is a quantum chemistry calculation of a cluster of 13 separate species, C27H48N10O3S2 in total at a distorted geometry, from OMol25.

Calculated values
HOMO energy in eV: -8.9607
Kohn-Sham gap in Ha: 0.3233

The geometry in ORCA input format:
```
! wB97M-V def2-TZVPD RIJCOSX def2/J DEFGRID3
* xyz 0 1
C 10.460 23.547 24.852
C 10.803 24.969 24.775
N 11.095 26.100 24.727
H 10.087 23.192 23.892
H 9.705 23.302 25.599
H 11.374 22.967 24.983
C 8.002 18.591 20.848
C 7.684 18.590 22.315
N 7.392 18.651 23.428
H 8.925 18.060 20.612
H 8.021 19.628 20.512
H 7.240 18.046 20.291
C 13.245 30.831 21.909
C 14.546 30.211 22.031
N 15.537 29.629 22.139
H 13.343 31.684 21.237
H 12.884 31.094 22.904
H 12.606 30.093 21.425
C 14.296 29.137 14.801
C 15.680 29.145 15.277
N 16.793 29.122 15.669
H 13.628 28.661 15.519
H 14.290 28.753 13.780
H 14.001 30.183 14.718
C 21.170 27.308 19.403
C 22.427 27.809 18.792
N 23.411 28.146 18.281
H 20.668 26.654 18.691
H 20.493 28.147 19.564
H 21.382 26.777 20.332
C 6.707 28.663 19.772
C 6.791 30.133 19.977
N 6.835 31.333 20.141
H 7.614 28.060 19.812
H 6.318 28.642 18.754
H 5.931 28.367 20.479
C 15.992 19.249 10.898
C 15.495 18.802 12.190
N 15.158 18.399 13.215
H 16.837 19.906 11.108
H 15.238 19.819 10.355
H 16.571 18.531 10.317
C 21.094 22.428 23.197
C 21.920 21.274 23.342
N 22.579 20.362 23.524
H 21.683 23.287 23.519
H 20.162 22.398 23.762
H 20.846 22.555 22.144
C 15.719 20.397 26.878
C 16.053 19.677 25.661
N 16.336 19.106 24.691
H 14.645 20.553 26.982
H 16.225 21.360 26.951
H 15.950 19.716 27.697
C 14.706 15.364 19.333
C 13.503 14.849 18.690
N 12.513 14.505 18.159
H 14.384 16.082 20.087
H 15.350 15.924 18.654
H 15.291 14.507 19.666
C 10.037 23.852 14.124
S 8.963 24.798 15.333
O 9.196 26.252 14.965
C 7.355 24.346 14.598
H 9.720 24.201 13.141
H 9.878 22.778 14.217
H 11.107 23.972 14.289
H 7.336 24.591 13.536
H 6.633 25.047 15.016
H 7.018 23.334 14.822
C 21.014 14.916 21.548
S 21.140 15.256 19.760
O 20.099 14.312 19.208
C 20.312 16.894 19.707
H 21.570 15.705 22.054
H 21.601 14.015 21.722
H 19.982 14.708 21.831
H 21.029 17.567 20.176
H 19.338 16.903 20.197
H 20.142 17.134 18.658
C 13.964 24.582 19.253
C 14.029 23.061 19.472
O 13.155 22.456 20.084
C 15.231 22.324 19.086
H 14.082 25.096 20.207
H 12.986 24.694 18.784
H 14.677 24.864 18.479
H 15.096 21.911 18.087
H 15.376 21.441 19.708
H 16.083 22.999 19.165
*
```

Entry 3:
The following is a quantum chemistry calculation of a cluster of 9 separate species, C12H40BF4O8 in total at a distorted geometry, from OMol25.

Calculated values
HOMO energy in eV: -7.3593
Kohn-Sham gap in Ha: 0.3750

The geometry in ORCA input format:
```
! wB97M-V def2-TZVPD RIJCOSX def2/J DEFGRID3
* xyz -1 1
B -0.120 0.395 -0.693
F -0.230 -0.818 0.024
F -1.204 1.238 -0.370
F 1.063 1.057 -0.297
F -0.153 0.121 -2.062
C -1.367 -2.565 -3.536
O -0.065 -2.530 -2.984
H -1.389 -3.326 -4.316
H -2.123 -2.811 -2.784
H -1.634 -1.603 -3.987
H -0.075 -1.871 -2.280
C 1.556 1.095 3.138
O 0.410 1.672 2.548
H 1.680 1.553 4.117
H 1.454 0.010 3.270
H 2.452 1.267 2.527
H 0.276 1.231 1.703
C -4.468 -0.037 -0.140
O -3.564 -0.341 -1.164
H -4.308 0.966 0.269
H -5.489 -0.069 -0.525
H -4.428 -0.744 0.701
H -2.695 0.015 -0.940
C 0.644 4.110 -1.116
O 0.539 3.371 -2.328
H -0.204 3.913 -0.455
H 1.559 3.855 -0.572
H 0.680 5.163 -1.387
H 0.456 2.445 -2.081
C -3.191 3.604 1.098
C -4.366 4.048 1.923
O -5.537 3.231 1.703
H -3.303 3.756 0.025
H -2.969 2.539 1.211
H -2.284 4.125 1.417
H -4.689 5.044 1.617
H -4.153 4.071 2.994
H -5.367 2.374 2.104
C 2.482 -2.837 -0.535
C 3.253 -1.866 0.323
O 3.956 -2.575 1.346
H 1.866 -2.327 -1.272
H 1.907 -3.495 0.116
H 3.132 -3.486 -1.133
H 2.532 -1.162 0.757
H 3.939 -1.270 -0.285
H 4.363 -1.915 1.913
C 3.576 -0.181 -3.044
C 3.864 1.227 -2.550
O 3.685 1.320 -1.152
H 3.845 -0.308 -4.097
H 2.519 -0.415 -2.910
H 4.198 -0.892 -2.498
H 3.245 1.959 -3.083
H 4.905 1.481 -2.765
H 2.743 1.258 -0.939
C -0.548 -4.437 3.365
C -0.142 -3.668 2.127
O -0.975 -2.524 2.049
H -1.442 -5.043 3.223
H -0.641 -3.736 4.192
H 0.251 -5.132 3.651
H -0.136 -4.256 1.203
H 0.898 -3.337 2.281
H -0.664 -1.936 1.347
*
```

Entry 4:
The following is a quantum chemistry calculation of a cluster of 2 separate species, C3H10N2O2 in total at a distorted geometry, from OMol25.

Calculated values
HOMO energy in eV: -7.7410
Kohn-Sham gap in Ha: 0.3154
Energy relative to the best compared isomer or geometry (same formula, charge and spin) in kcal/mol: 121.6

The geometry in ORCA input format:
```
! wB97M-V def2-TZVPD RIJCOSX def2/J DEFGRID3
* xyz 0 1
C 1.312 0.836 -0.284
C 0.130 -1.761 0.410
C -0.494 -0.701 -0.443
O 2.130 0.573 0.871
O -0.875 -0.801 -1.583
H 3.063 0.575 0.623
H 1.685 0.322 -1.174
H 1.304 1.913 -0.519
H 0.868 -2.298 -0.184
H 0.622 -1.347 1.289
H -0.657 -2.463 0.710
N -2.128 1.228 -0.230
N -1.194 0.404 0.456
H -2.539 0.657 -0.970
H -1.583 1.939 -0.714
H -1.577 0.063 1.337
H -0.066 0.861 0.405
*
```

| no. | electronic energy (eV) |
| --- | --- |
| 1 | -120901.640 |
| 2 | -71484.056 |
| 3 | -41026.456 |
| 4 | -10344.214 |